{"formula": "C3H11NO3", "method": "ωB97M-V/def2-TZVPD", "smiles": "NCCC=O.O.O", "lumo_energy_ha": 0.0301, "homo_ev": -9.11, "molar_mass_g_mol": 109.12, "e_above_lowest_kcal_mol": 46.3, "species": ["N", "C", "C", "C", "O", "H", "H", "H", "H", "H", "H", "H", "O", "H", "H", "O", "H", "H"], "xyz": [[-1.58583, -2.92221, 0.37005], [-0.75413, -1.79012, 0.68666], [-0.27244, -0.95980, -0.56443], [-0.78310, 0.42917, -0.46651], [-0.19135, 1.46274, -0.55661], [-1.31920, -3.37350, -0.48901], [-2.58206, -2.85952, 0.45927], [-1.28201, -1.10816, 1.29729], [0.14438, -2.18121, 1.15905], [-0.85203, -1.41535, -1.34344], [0.74338, -1.20973, -0.83384], [-1.87879, 0.42291, -0.25384], [2.60764, 0.25236, 0.04374], [2.47464, 1.16393, 0.34560], [3.03717, 0.42858, -0.80761], [1.14619, 4.47487, 0.08313], [0.29834, 4.01133, 0.12918], [1.04919, 5.17371, 0.74131]], "atomic_forces_ev_per_a": [[0.084, -0.642, 0.072], [0.864, -0.262, -1.399], [-0.518, -1.387, 0.294], [-0.109, -0.326, 0.127], [0.366, 0.684, -0.079], [-0.126, -0.115, -0.036], [-0.112, 0.403, -0.070], [-0.479, 0.414, 1.202], [0.009, 0.388, 0.438], [-0.579, -0.036, -0.813], [0.439, 0.863, 0.282], [0.043, 0.131, -0.010], [0.469, 0.655, -0.328], [-0.271, -0.277, 0.187], [-0.115, -0.374, 0.164], [-0.329, 0.069, 0.281], [0.219, -0.153, -0.195], [0.145, -0.036, -0.118]]}

---

{"formula": "C2H7NO", "method": "ωB97M-V/def2-TZVPD", "smiles": "CNCO", "lumo_energy_ha": 0.0373, "homo_ev": -9.07, "molar_mass_g_mol": 61.08, "e_above_lowest_kcal_mol": 22.5, "species": ["C", "N", "C", "O", "H", "H", "H", "H", "H", "H", "H"], "xyz": [[-0.02775, -1.44740, -0.37805], [0.09359, -0.11006, -0.96417], [-0.26304, 0.94906, 0.02448], [0.26540, 0.72111, 1.29255], [-1.04048, -1.83933, -0.20075], [0.39870, -1.53270, 0.61230], [0.51652, -2.11647, -1.04877], [-0.57588, -0.07316, -1.72999], [-0.03690, 1.92270, -0.40370], [-1.34378, 0.82639, 0.18092], [1.20386, 0.53657, 1.23996]], "atomic_forces_ev_per_a": [[0.070, -0.575, -0.305], [0.202, 0.199, 1.046], [-1.371, -1.399, -0.753], [0.161, 0.172, 0.113], [-0.199, 0.281, -0.455], [0.532, 0.312, 0.013], [-0.213, -0.220, 0.205], [0.287, 0.316, 0.062], [0.194, 0.117, 0.068], [-0.039, 0.677, 0.181], [0.376, 0.119, -0.176]]}

---

{"formula": "C3H12N2O", "method": "ωB97M-V/def2-TZVPD", "smiles": "CNCCN.O", "lumo_energy_ha": 0.0323, "homo_ev": -9.00, "molar_mass_g_mol": 92.14, "e_above_lowest_kcal_mol": 4.8, "species": ["C", "N", "C", "C", "N", "H", "H", "H", "H", "H", "H", "H", "H", "H", "H", "O", "H", "H"], "xyz": [[-0.28526, -2.18590, 1.10633], [0.15902, -0.91618, 0.55156], [-0.76749, 0.16882, 0.81694], [-0.09114, 1.52168, 0.74764], [0.33510, 1.88028, -0.60723], [-0.45643, -2.14774, 2.19256], [-1.21685, -2.47426, 0.60843], [0.46234, -2.95014, 0.89168], [1.09602, -0.69842, 0.86341], [-1.20170, 0.05840, 1.82910], [-1.58449, 0.09988, 0.09505], [0.79380, 1.48787, 1.38253], [-0.71216, 2.29542, 1.18858], [1.20735, 2.38568, -0.60584], [-0.36533, 2.40627, -1.10680], [0.62777, -0.45842, -2.42285], [0.47920, -1.11836, -1.73020], [0.69432, 0.34980, -1.88682]], "atomic_forces_ev_per_a": [[0.056, 0.089, -0.230], [0.070, -0.285, -0.126], [0.004, -0.105, 0.408], [0.286, 0.142, -0.237], [0.179, -0.309, 0.056], [-0.064, -0.040, -0.055], [0.074, -0.048, 0.156], [-0.068, -0.033, 0.044], [-0.046, 0.093, 0.121], [-0.034, 0.100, -0.159], [-0.102, 0.106, -0.001], [0.166, -0.066, 0.043], [-0.379, 0.055, 0.098], [-0.068, 0.208, -0.036], [-0.006, 0.091, -0.023], [0.075, -0.162, 0.054], [-0.001, 0.135, -0.076], [-0.142, 0.027, -0.039]]}

---

{"formula": "C3H3ClS3", "method": "ωB97M-V/def2-TZVPD", "smiles": "S=C(S)C(=S)CCl", "lumo_energy_ha": -0.0611, "homo_ev": -9.07, "molar_mass_g_mol": 170.71, "e_above_lowest_kcal_mol": 0.0, "species": ["S", "C", "S", "C", "S", "C", "Cl", "H", "H", "H"], "xyz": [[1.95347, -0.08504, 1.15339], [0.83266, -0.33970, 0.00001], [0.71596, -1.70278, -1.06611], [-0.22239, 0.71802, -0.30939], [0.26984, 2.28665, -0.45789], [-1.62032, 0.30883, -0.57489], [-2.27467, -0.62416, 0.81724], [1.65192, -2.43136, -0.37336], [-2.19562, 1.19012, -0.78925], [-1.75508, -0.25224, -1.49493]], "atomic_forces_ev_per_a": [[-0.445, -0.360, -0.319], [-0.194, 0.928, 0.282], [0.568, -0.660, 0.559], [1.710, 1.231, -0.218], [-0.679, -1.486, 0.105], [-0.438, -0.067, -0.100], [0.026, 0.253, -0.426], [-0.491, 0.365, -0.548], [-0.450, 0.449, 0.593], [0.393, -0.653, 0.072]]}

---

{"formula": "C19H45Br3N2O10P2", "method": "ωB97M-V/def2-TZVPD", "lumo_energy_ha": 0.0042, "homo_ev": -8.80, "molar_mass_g_mol": 763.23, "e_above_lowest_kcal_mol": 35.0, "species": ["C", "O", "N", "C", "C", "H", "H", "H", "H", "H", "H", "H", "C", "O", "N", "C", "C", "H", "H", "H", "H", "H", "H", "H", "C", "Br", "Br", "Br", "H", "C", "C", "O", "P", "O", "O", "C", "C", "O", "C", "C", "H", "H", "H", "H", "H", "H", "H", "H", "H", "H", "H", "H", "H", "H", "H", "C", "C", "O", "P", "O", "O", "C", "C", "O", "C", "C", "H", "H", "H", "H", "H", "H", "H", "H", "H", "H", "H", "H", "H", "H", "H"], "xyz": [[1.74871, -1.70355, 0.54050], [2.74511, -1.05920, 0.83932], [1.56293, -2.99852, 0.75616], [0.38755, -3.73141, 0.41907], [2.55106, -3.77929, 1.50402], [0.90713, -1.27160, -0.03073], [-0.10855, -4.17915, 1.28355], [0.62841, -4.67074, -0.09872], [-0.33439, -3.11204, -0.10753], [3.33624, -3.17833, 1.94337], [2.06050, -4.43609, 2.22272], [2.99929, -4.47155, 0.78093], [1.77329, 7.92690, -0.30333], [2.41822, 8.71532, -0.95172], [2.30731, 7.14336, 0.66793], [1.55236, 6.07523, 1.28224], [3.64199, 7.39624, 1.14252], [0.71488, 7.70046, -0.47758], [1.77849, 5.10351, 0.82398], [0.47641, 6.19701, 1.35682], [1.96204, 5.83435, 2.26980], [4.08201, 8.23315, 0.60452], [3.67576, 7.61775, 2.21085], [4.34484, 6.57671, 0.96373], [2.40836, 1.86262, 0.71116], [0.84463, 2.73455, -0.06625], [1.93905, 1.44871, 2.58411], [4.00470, 2.99747, 0.68809], [2.52901, 0.93221, 0.17370], [-5.38176, -4.87453, 4.26382], [-4.79835, -3.55593, 4.73266], [-3.44052, -3.43081, 4.32015], [-2.14445, -3.43703, 5.25454], [-2.33299, -4.00471, 6.59966], [-1.07891, -4.22820, 4.40336], [-0.81733, -5.60468, 4.66600], [-1.88343, -6.51358, 4.03437], [-1.63007, -1.92307, 5.23176], [-0.39405, -1.58783, 5.86805], [-0.02380, -0.17108, 5.48564], [-6.39952, -4.91572, 4.66728], [-5.46658, -4.79164, 3.17760], [-4.92068, -5.80026, 4.59596], [-5.44697, -2.76745, 4.35628], [-4.76920, -3.56522, 5.82815], [0.10800, -5.82587, 4.13205], [-0.64128, -5.79830, 5.71985], [-2.39297, -6.09181, 3.16838], [-1.58748, -7.52490, 3.75978], [-2.65853, -6.62086, 4.80083], [-0.59353, -1.53934, 6.94105], [0.37256, -2.34821, 5.72543], [-0.85996, 0.47860, 5.77068], [0.85375, 0.30544, 5.91675], [-0.02830, 0.06798, 4.41232], [-2.44230, -0.04254, -6.36718], [-2.60962, 1.47447, -6.15910], [-1.86247, 1.92155, -5.01545], [-0.46074, 2.63223, -5.33075], [-0.46084, 4.06596, -5.61454], [0.20734, 1.74353, -6.45001], [1.35937, 2.23222, -7.14354], [0.96462, 2.85906, -8.48091], [0.44472, 2.32733, -4.02829], [0.62310, 0.97313, -3.58347], [2.11307, 0.73448, -3.35748], [-2.63241, -0.27479, -7.41326], [-1.37906, -0.18816, -6.16546], [-2.97795, -0.71544, -5.69962], [-2.20919, 1.83752, -7.10915], [-3.64472, 1.80362, -6.12936], [1.86060, 3.00840, -6.56523], [2.04904, 1.41112, -7.32696], [0.69535, 3.90364, -8.34095], [1.83484, 2.86112, -9.14359], [0.20416, 2.27467, -8.99635], [-0.01631, 0.91330, -2.69909], [0.22242, 0.26933, -4.31757], [2.49811, 1.13969, -2.42481], [2.51547, -0.27079, -3.48262], [2.52237, 1.27026, -4.22086]], "atomic_forces_ev_per_a": [[0.099, 0.700, -0.690], [-0.276, -0.337, -0.095], [0.720, -0.946, 1.432], [-0.703, -0.952, 0.032], [-0.005, -0.653, -1.003], [-0.013, 0.189, 0.128], [-0.089, 0.667, 0.545], [0.189, 0.556, -0.727], [0.090, -0.127, -0.215], [-0.182, 0.250, 0.061], [-0.122, 0.382, 0.293], [0.262, 0.071, 0.108], [0.536, -0.817, 0.071], [-0.145, 0.679, -0.258], [-0.518, 0.238, 0.425], [1.036, -1.409, 0.489], [0.916, 0.065, -0.128], [-0.230, 0.100, -0.068], [-0.361, 0.370, -0.557], [-0.008, 0.383, -0.198], [-0.265, 0.764, 0.278], [-0.334, 0.136, -0.017], [-0.256, -0.023, 0.047], [-0.314, -0.306, -0.013], [-0.593, 0.802, 0.937], [0.382, -0.220, -0.205], [0.330, 0.077, -0.660], [-0.650, -0.594, -0.242], [0.470, -0.043, 0.234], [-0.849, 0.555, -0.314], [0.192, -1.312, 1.678], [1.116, 0.632, -0.551], [-0.853, 0.207, 0.762], [-0.142, 0.152, -0.311], [0.212, 0.457, -0.188], [0.534, -1.129, -1.594], [-1.078, 0.162, 1.164], [-0.393, -0.875, -0.894], [0.275, 0.651, 1.172], [-1.078, 1.264, -1.106], [-0.043, 0.050, -0.169], [0.058, -0.587, -0.002], [0.525, 0.235, -0.090], [0.540, 0.379, -0.052], [-0.349, 0.335, -0.089], [0.241, 0.327, 0.165], [-0.323, 0.135, 0.114], [0.369, 0.337, -0.055], [0.534, 0.114, 0.185], [-0.176, -0.177, -0.212], [0.038, -0.358, 0.078], [0.006, 0.034, -0.446], [-0.006, -0.169, 0.461], [0.227, -0.654, 0.249], [0.450, -0.774, -0.006], [0.533, 0.514, 0.630], [-0.220, -1.215, -1.175], [0.610, 0.119, -0.637], [0.833, 0.757, 1.572], [-0.277, -0.252, -0.106], [-0.294, -0.774, -0.242], [0.130, 0.783, -0.965], [0.607, -0.043, 0.009], [-0.785, 0.215, -0.805], [-0.395, -0.427, 0.561], [0.032, 0.449, -0.883], [-0.132, -0.187, 0.061], [0.009, -0.374, -0.295], [-0.302, 0.242, -0.005], [0.164, 0.741, 0.361], [0.019, 0.102, 0.565], [0.059, -0.201, 0.277], [-0.200, -0.262, 0.340], [-0.473, -0.119, -0.050], [0.063, -0.023, 0.090], [-0.207, 0.130, 0.146], [0.316, -0.356, 0.135], [0.105, 0.059, -0.064], [-0.073, 0.243, -0.071], [-0.649, -0.286, 0.215], [0.530, 0.167, 0.387]]}

---

{"formula": "C5H9NO", "method": "ωB97M-V/def2-TZVPD", "smiles": "C/C(=N\\O)C1CC1", "lumo_energy_ha": 0.0393, "homo_ev": -9.07, "molar_mass_g_mol": 99.13, "e_above_lowest_kcal_mol": 73.4, "species": ["C", "C", "N", "O", "C", "C", "C", "H", "H", "H", "H", "H", "H", "H", "H", "H"], "xyz": [[-0.98564, -0.13147, 1.37536], [-0.07457, 0.60771, 0.44400], [-0.24133, 1.83088, 0.11414], [-1.36819, 2.37830, 0.72064], [1.01865, -0.06504, -0.32357], [1.09275, -1.54165, -0.59904], [0.52018, -0.62284, -1.63112], [-0.79595, -1.20637, 1.35481], [-2.02936, 0.06687, 1.11540], [-0.83477, 0.23008, 2.39784], [-1.38919, 3.26667, 0.34482], [1.97124, 0.45796, -0.30445], [2.08792, -1.92841, -0.79628], [0.43614, -2.24616, -0.09611], [-0.56442, -0.61905, -1.72248], [1.04530, -0.39679, -2.55087]], "atomic_forces_ev_per_a": [[-0.062, -0.018, 0.048], [-0.062, 0.233, -0.139], [0.206, -0.566, 0.075], [-0.154, 0.367, 0.190], [0.051, 0.170, -0.033], [0.030, -0.186, 0.083], [-0.036, 0.000, -0.248], [-0.018, 0.177, 0.010], [0.118, -0.048, 0.069], [-0.055, -0.046, -0.091], [-0.025, -0.127, 0.127], [-0.213, -0.010, -0.184], [-0.132, 0.033, 0.140], [0.060, 0.178, -0.069], [0.223, -0.005, -0.075], [0.065, -0.150, 0.097]]}